This record from the OMol25 dataset describes 2 unconnected molecules or ions with the total composition H4O2. The level of theory is ωB97M-V/def2-TZVPD.

```
6
Properties=species:S:1:pos:R:3:forces:R:3:lowdin_charge:R:1
O 0.7180 0.7425 -0.4867 -0.1 0.5 2.8 -0.10
H 1.6593 0.7896 -0.2730 0.1 0.0 -0.6 0.04
H 0.3535 0.8626 0.4605 0.3 -0.2 -2.3 0.09
O -1.3071 -0.7883 0.2796 0.8 0.0 -0.7 -0.09
H -0.4590 -1.1188 0.6088 -0.4 -0.3 0.4 0.03
H -0.9646 -0.4876 -0.5893 -0.7 0.0 0.5 0.03
```
Positions in Å, forces in eV/Å.

Results
SMILES: O.O
Frontier orbital gap (eV): 11.9

This record from the OMol25 dataset describes 2 unconnected molecules or ions with the total composition H4O2. The level of theory is ωB97M-V/def2-TZVPD.

```
6
Properties=species:S:1:pos:R:3:forces:R:3:lowdin_charge:R:1
O -1.8527 0.1483 -0.2406 0.8 -0.8 1.4 -0.08
H -1.2682 -0.0545 0.5419 -0.9 0.5 -1.2 0.05
H -2.2867 -0.7082 -0.3683 0.0 0.3 -0.2 0.03
O 1.9051 -0.0775 -0.2679 0.1 1.7 0.9 -0.09
H 2.2243 0.8616 -0.1389 -0.4 -1.6 -0.4 0.07
H 1.2781 -0.1697 0.4739 0.4 -0.1 -0.5 0.02
```
Positions in Å, forces in eV/Å.

Results
SMILES: O.O
Frontier orbital gap (eV): 12.1

This record from the OMol25 dataset describes 2 unconnected molecules or ions with the total composition H4O2. The level of theory is ωB97M-V/def2-TZVPD.

```
6
Properties=species:S:1:pos:R:3:forces:R:3:lowdin_charge:R:1
O -1.8582 -0.2164 -0.1010 -2.0 1.1 0.5 -0.06
H -1.0135 -0.5800 -0.2809 1.6 0.1 -0.1 -0.02
H -1.8153 0.7244 0.1726 0.5 -1.2 -0.4 0.05
O 1.3479 -0.2076 -0.1765 0.2 0.5 0.2 -0.06
H 1.5153 0.7488 -0.2353 -0.1 -0.5 -0.1 0.05
H 1.8237 -0.4692 0.6212 -0.1 -0.1 -0.1 0.04
```
Positions in Å, forces in eV/Å.

Results
SMILES: O.O
Frontier orbital gap (eV): 11.8

This record from the OMol25 dataset describes 2 unconnected molecules or ions with the total composition H4O2. The level of theory is ωB97M-V/def2-TZVPD.

```
6
Properties=species:S:1:pos:R:3:forces:R:3:lowdin_charge:R:1
O -1.1617 -0.0384 -0.0064 -2.7 -0.4 -0.2 -0.10
H -1.5010 0.8315 0.2880 -0.1 -0.8 -0.2 0.06
H -1.9870 -0.5683 -0.2639 1.8 1.3 0.6 0.09
O 1.3729 -0.0049 -0.0815 0.0 -0.5 1.6 -0.10
H 0.6971 0.6838 0.0099 0.4 -0.4 -0.4 0.00
H 1.1013 -0.6003 0.6687 0.5 0.7 -1.3 0.05
```
Positions in Å, forces in eV/Å.

Results
SMILES: O.O
Frontier orbital gap (eV): 11.2